# 1
A cluster of 7 separate species, C36H77N2O18 in total, computed with ωB97M-V/def2-TZVPD.

Summary:
- F_max (eV/Å) = 1.89
- total charge = +1
- gap between HOMO and LUMO (eV) = 9.97

CARTESIAN COORDINATES (ANGSTROEM)
C  7.376  -4.947  -0.313
C  8.061  -3.632  -0.766
C  7.060  -2.494  -0.947
C  6.204  -2.749  -2.198
C  4.936  -1.868  -2.326
C  4.988  -0.523  -1.576
C  4.248  -0.566  -0.218
C  2.811  0.004  -0.298
C  1.837  -0.929  0.428
C  0.359  -0.569  0.167
C  -0.351  -1.626  -0.734
C  -1.147  -2.640  0.079
N  -2.384  -3.216  -0.555
C  -3.188  -3.789  0.604
C  -3.259  -2.149  -1.139
N  -4.618  -2.610  -1.378
C  -2.149  -4.377  -1.473
C  -1.416  -4.099  -2.782
C  -2.261  -3.537  -3.966
C  -1.466  -2.400  -4.619
H  6.347  -4.755  -0.011
H  7.384  -5.664  -1.129
H  7.892  -5.387  0.536
H  8.826  -3.356  -0.042
H  8.552  -3.824  -1.720
H  6.432  -2.380  -0.065
H  7.634  -1.581  -1.112
H  5.889  -3.791  -2.169
H  6.830  -2.598  -3.075
H  4.066  -2.435  -1.987
H  4.803  -1.646  -3.384
H  5.995  -0.133  -1.474
H  4.439  0.194  -2.187
H  4.248  -1.579  0.178
H  4.819  0.059  0.470
H  2.781  0.969  0.202
H  2.532  0.093  -1.348
H  2.064  -1.951  0.117
H  2.001  -0.878  1.504
H  0.290  0.381  -0.351
H  -0.187  -0.517  1.110
H  -0.918  -1.097  -1.496
H  0.438  -2.156  -1.264
H  -0.538  -3.485  0.389
H  -1.466  -2.162  1.003
H  -3.915  -4.504  0.252
H  -3.669  -2.994  1.162
H  -2.491  -4.290  1.271
H  -3.318  -1.388  -0.362
H  -2.809  -1.708  -2.025
H  -4.638  -3.462  -1.932
H  -5.050  -1.911  -1.978
H  -3.079  -4.888  -1.700
H  -1.561  -5.092  -0.902
H  -0.527  -3.486  -2.669
H  -1.064  -5.075  -3.112
H  -3.256  -3.221  -3.656
H  -2.374  -4.315  -4.717
H  -1.218  -1.598  -3.923
H  -0.517  -2.835  -4.935
H  -1.948  -1.993  -5.504
C  -3.762  0.260  2.246
O  -3.943  0.751  3.568
C  -2.843  1.365  4.027
O  -1.805  1.466  3.423
O  -3.098  1.841  5.238
C  -2.004  2.538  5.855
H  -4.690  -0.228  1.953
H  -3.568  1.084  1.560
H  -2.944  -0.463  2.206
H  -1.718  3.406  5.264
H  -1.154  1.872  5.987
H  -2.360  2.868  6.827
C  8.935  -5.013  -5.113
O  8.220  -5.436  -6.276
C  7.014  -4.885  -6.409
O  6.512  -4.095  -5.650
O  6.460  -5.361  -7.525
C  5.156  -4.852  -7.800
H  9.889  -5.533  -5.128
H  9.111  -3.939  -5.139
H  8.393  -5.285  -4.208
H  5.184  -3.772  -7.932
H  4.464  -5.115  -7.001
H  4.829  -5.317  -8.725
C  -3.840  0.855  -3.701
O  -4.066  1.397  -2.398
C  -4.805  2.519  -2.382
O  -5.267  3.063  -3.346
O  -4.920  2.912  -1.115
C  -5.679  4.117  -0.936
H  -3.230  -0.037  -3.564
H  -4.778  0.571  -4.176
H  -3.297  1.558  -4.328
H  -6.699  3.982  -1.288
H  -5.206  4.947  -1.455
H  -5.691  4.323  0.131
C  -1.646  8.209  1.305
O  -2.791  7.356  1.413
C  -2.554  6.189  2.004
O  -1.491  5.811  2.429
O  -3.697  5.495  2.032
C  -3.582  4.214  2.647
H  -1.980  9.116  0.810
H  -1.260  8.459  2.291
H  -0.871  7.736  0.705
H  -3.295  4.305  3.693
H  -2.862  3.598  2.108
H  -4.562  3.745  2.589
C  0.199  3.402  1.752
O  1.558  3.661  2.115
C  2.375  3.844  1.080
O  2.066  3.796  -0.085
O  3.601  4.079  1.552
C  4.590  4.293  0.543
H  -0.356  3.268  2.672
H  -0.217  4.240  1.205
H  0.134  2.488  1.160
H  4.343  5.165  -0.060
H  4.691  3.414  -0.091
H  5.529  4.471  1.060
C  -5.886  1.660  6.758
O  -6.867  2.487  7.385
C  -6.349  3.533  8.032
O  -5.176  3.804  8.109
O  -7.349  4.225  8.575
C  -6.939  5.383  9.306
H  -6.418  0.850  6.265
H  -5.329  2.222  6.014
H  -5.207  1.239  7.498
H  -6.424  6.087  8.654
H  -6.297  5.104  10.140
H  -7.844  5.846  9.689



# 2
A cluster of 10 separate species, C36H78N2O24P4S4 in total, computed with ωB97M-V/def2-TZVPD.

Summary:
- F_max (eV/Å) = 5.17
- total charge = 0
- relative energy (zero: lowest compared OMol25 entry of this formula, charge and spin) (kJ/mol) = 0.0
- gap between HOMO and LUMO (eV) = 7.73
- SMILES string = COP(=O)(OC)OC.COP(=O)(OC)OC.COP(=O)(OC)OC.COP(=O)(OC)OC.O=S1(=O)CCCC1.O=S1(=O)CCCC1.O=S1(=O)CCCC1.O=S1(=O)CCCC1.c1cc[nH]c1.c1cc[nH]c1

CARTESIAN COORDINATES (ANGSTROEM)
C  -2.772  6.701  -0.638
C  -1.379  6.040  -0.464
C  -1.352  5.152  -1.739
S  -2.902  4.250  -1.887
O  -2.958  2.993  -1.133
O  -3.303  4.286  -3.260
C  -3.853  5.591  -0.967
H  -2.667  7.510  -1.360
H  -3.101  7.304  0.209
H  -1.451  5.533  0.498
H  -0.689  6.884  -0.449
H  -0.495  4.493  -1.870
H  -1.407  5.684  -2.689
H  -4.243  5.184  -0.034
H  -4.630  5.985  -1.622
C  7.591  1.557  -4.303
C  7.028  2.086  -5.691
C  5.602  2.582  -5.396
S  4.929  1.194  -4.417
O  4.636  0.125  -5.416
O  3.971  1.726  -3.463
C  6.461  0.885  -3.478
H  7.932  2.429  -3.745
H  8.440  0.877  -4.376
H  7.022  1.326  -6.472
H  7.560  2.956  -6.078
H  5.043  2.719  -6.322
H  5.550  3.523  -4.849
H  6.665  -0.152  -3.213
H  6.350  1.547  -2.619
C  2.905  -3.863  -2.226
C  2.856  -4.414  -0.772
C  3.713  -3.755  0.224
S  4.314  -2.154  -0.688
O  5.560  -2.611  -1.303
O  4.131  -0.855  -0.015
C  3.058  -2.283  -2.137
H  2.046  -4.099  -2.855
H  3.786  -4.206  -2.767
H  3.383  -5.327  -1.051
H  1.850  -4.478  -0.357
H  4.596  -4.290  0.574
H  3.175  -3.523  1.143
H  3.274  -1.623  -2.977
H  2.214  -1.896  -1.566
C  -2.224  6.597  5.707
C  -1.085  7.200  4.807
C  -1.170  6.312  3.495
S  -1.696  4.552  4.095
O  -0.454  3.704  4.107
O  -2.854  4.095  3.267
C  -2.266  5.050  5.748
H  -3.247  6.756  5.366
H  -2.105  6.997  6.714
H  -0.099  6.978  5.215
H  -1.176  8.284  4.738
H  -0.258  6.159  2.918
H  -2.056  6.646  2.955
H  -1.469  4.736  6.422
H  -3.193  4.569  6.060
C  1.550  0.740  -5.598
O  1.162  -0.362  -6.360
P  -0.341  -0.792  -6.772
O  -1.037  -1.507  -5.761
O  -0.956  0.563  -7.355
C  -2.190  0.639  -8.063
O  -0.010  -1.720  -8.121
C  0.356  -1.096  -9.287
H  0.721  1.447  -5.552
H  2.329  1.108  -6.266
H  1.802  0.596  -4.548
H  -1.908  1.031  -9.040
H  -2.837  1.401  -7.628
H  -2.594  -0.358  -8.240
H  1.427  -1.296  -9.281
H  0.373  -0.006  -9.299
H  -0.101  -1.463  -10.206
C  -2.115  -0.727  -1.867
O  -0.932  -1.179  -1.067
P  -0.294  -0.129  0.011
O  0.924  -0.698  0.738
O  -0.019  1.220  -0.802
C  0.818  1.349  -1.869
O  -1.526  0.269  0.967
C  -1.364  1.387  1.737
H  -2.401  0.282  -1.567
H  -2.960  -1.410  -1.779
H  -1.827  -0.642  -2.915
H  1.710  1.911  -1.593
H  0.164  1.889  -2.554
H  1.028  0.437  -2.428
H  -2.293  1.475  2.300
H  -1.121  2.223  1.080
H  -0.538  1.201  2.423
C  -0.795  -1.470  7.103
O  -1.945  -0.689  6.846
P  -2.276  0.623  7.724
O  -2.632  0.344  9.144
O  -0.965  1.623  7.562
C  -0.857  2.620  8.625
O  -3.495  1.229  6.760
C  -3.270  1.136  5.336
H  -0.581  -1.327  8.162
H  -0.037  -1.109  6.408
H  -0.943  -2.522  6.858
H  -1.517  2.721  9.486
H  -1.072  3.504  8.024
H  0.165  2.767  8.973
H  -2.263  0.752  5.175
H  -3.315  2.099  4.826
H  -4.028  0.393  5.092
C  -3.255  -2.501  2.090
O  -2.999  -3.569  2.996
P  -2.828  -5.111  2.511
O  -3.935  -5.764  1.793
O  -1.390  -5.052  1.809
C  -1.366  -5.243  0.420
O  -2.502  -5.844  3.880
C  -1.707  -5.225  4.951
H  -4.035  -1.796  2.379
H  -3.580  -2.814  1.098
H  -2.291  -2.048  1.858
H  -2.246  -5.732  0.002
H  -0.455  -5.827  0.294
H  -1.460  -4.343  -0.188
H  -1.426  -4.183  4.800
H  -0.758  -5.762  4.940
H  -2.210  -5.384  5.905
N  -1.792  -3.874  -4.121
C  -0.679  -4.588  -3.683
C  -1.080  -5.669  -3.006
C  -2.475  -5.676  -3.026
C  -2.900  -4.565  -3.695
H  -1.788  -3.025  -4.668
H  0.354  -4.319  -3.848
H  -0.509  -6.488  -2.596
H  -3.066  -6.492  -2.640
H  -3.893  -4.146  -3.769
N  1.305  -4.627  3.034
C  1.558  -3.392  3.494
C  2.227  -3.512  4.698
C  2.205  -4.805  5.054
C  1.674  -5.513  3.962
H  0.857  -4.838  2.153
H  1.384  -2.490  2.926
H  2.761  -2.686  5.145
H  2.492  -5.213  6.012
H  1.551  -6.584  3.893



# 3
A structure of composition C36H80BCdFN8O10, computed with ωB97M-V/def2-TZVPD.

Summary:
- F_max (eV/Å) = 2.11
- total charge = 0
- gap between HOMO and LUMO (eV) = 8.90

CARTESIAN COORDINATES (ANGSTROEM)
Cd  -1.614  -0.080  0.971
F  -2.749  1.724  0.727
B  -0.204  -0.056  -0.812
H  -1.253  -0.523  -1.116
H  0.389  -0.786  -0.043
H  0.493  0.030  -1.803
H  -0.367  1.010  -0.323
C  -1.116  5.670  0.359
C  -0.864  4.822  1.602
C  -2.112  4.670  2.449
O  -2.690  5.928  2.708
C  -3.173  6.058  4.015
N  -0.434  3.436  1.233
H  -2.017  5.363  -0.175
H  -0.265  5.588  -0.325
H  -1.200  6.727  0.615
H  -0.054  5.272  2.185
H  -1.860  4.102  3.358
H  -2.849  4.038  1.929
H  -3.721  6.999  4.078
H  -2.361  6.109  4.752
H  -3.864  5.245  4.268
H  -1.323  2.981  0.957
H  0.092  3.494  0.364
C  -1.603  -4.516  1.144
C  -1.694  -3.058  0.681
C  -3.155  -2.757  0.289
O  -3.375  -1.364  0.079
C  -4.637  -1.057  -0.484
N  -1.145  -2.159  1.739
H  -2.107  -5.235  0.494
H  -1.896  -4.669  2.183
H  -0.545  -4.805  1.098
H  -1.035  -2.926  -0.178
H  -3.816  -3.113  1.090
H  -3.326  -3.247  -0.675
H  -4.650  -1.281  -1.552
H  -4.777  0.014  -0.351
H  -5.422  -1.613  0.038
H  -0.128  -2.320  1.808
H  -1.532  -2.518  2.611
C  1.890  -3.365  4.208
C  2.647  -3.224  2.894
C  3.227  -4.530  2.430
O  4.233  -4.942  3.333
C  5.308  -5.623  2.744
N  1.741  -2.684  1.870
H  1.492  -2.430  4.611
H  2.448  -3.869  4.999
H  0.992  -3.981  4.034
H  3.474  -2.536  3.125
H  3.639  -4.416  1.421
H  2.421  -5.279  2.382
H  5.142  -6.703  2.697
H  6.224  -5.447  3.320
H  5.573  -5.214  1.759
H  1.881  -1.673  1.833
H  1.969  -2.952  0.905
C  3.553  -0.924  -1.933
C  2.980  -2.319  -2.066
C  3.990  -3.417  -2.021
O  4.982  -3.159  -2.990
C  6.087  -3.995  -2.862
N  1.948  -2.564  -1.044
H  2.782  -0.163  -2.070
H  4.302  -0.806  -2.713
H  4.026  -0.721  -0.965
H  2.475  -2.282  -3.043
H  3.479  -4.355  -2.292
H  4.393  -3.500  -1.004
H  6.861  -3.666  -3.553
H  5.821  -5.035  -3.095
H  6.532  -3.966  -1.858
H  1.411  -3.389  -1.305
H  1.275  -1.797  -1.047
C  4.243  1.508  1.929
C  3.045  1.583  0.998
C  3.485  2.099  -0.383
O  4.251  3.281  -0.325
C  3.458  4.414  -0.119
N  2.423  0.260  0.909
H  3.988  1.005  2.866
H  4.615  2.492  2.212
H  5.061  0.935  1.478
H  2.360  2.306  1.459
H  2.637  2.153  -1.075
H  4.186  1.323  -0.718
H  2.720  4.357  0.693
H  2.956  4.716  -1.049
H  4.070  5.277  0.167
H  1.582  0.256  0.327
H  3.081  -0.403  0.505
C  0.094  1.304  4.835
C  -0.614  0.435  3.819
C  -2.134  0.587  3.967
O  -2.847  -0.161  2.996
C  -4.188  -0.362  3.367
N  -0.141  0.754  2.435
H  1.167  1.125  4.683
H  -0.107  1.023  5.870
H  -0.028  2.375  4.671
H  -0.360  -0.611  4.013
H  -2.459  1.634  3.976
H  -2.339  0.185  4.971
H  -4.297  -0.876  4.322
H  -4.686  -0.930  2.574
H  -4.743  0.585  3.320
H  0.854  0.513  2.393
H  -0.144  1.784  2.354
C  -1.601  -2.016  -5.104
C  -1.794  -1.346  -3.901
C  -2.938  -0.604  -3.717
C  -3.862  -0.493  -4.734
C  -3.683  -1.154  -5.940
C  -2.521  -1.892  -6.142
N  -5.009  0.395  -4.555
O  -5.309  0.693  -3.405
O  -5.613  0.739  -5.540
H  -0.686  -2.566  -5.300
H  -1.054  -1.389  -3.114
H  -3.121  -0.090  -2.780
H  -4.369  -0.987  -6.761
H  -2.356  -2.317  -7.122
C  -1.745  3.090  -2.512
C  -0.812  2.395  -3.260
C  -1.011  2.249  -4.625
C  -2.146  2.783  -5.202
C  -3.032  3.579  -4.504
C  -2.839  3.699  -3.135
N  -2.439  2.449  -6.603
O  -3.531  2.756  -7.032
O  -1.579  1.869  -7.240
H  -1.679  3.124  -1.432
H  -0.018  1.863  -2.756
H  -0.268  1.744  -5.227
H  -3.930  3.935  -4.985
H  -3.477  4.300  -2.499